No. 1
Computed, not measured: a cluster of 3 separate species, C56H64BrN5O8Si in total in a non-equilibrium geometry, with wB97M-V/def2-TZVPD.

Properties
- SMILES: CC(=O)N(C)[C@]1(CC(N)(N)N)OC(=O)[C@H](CN)[C@@]1(CCCCCCCC[Si](C)(C)c1ccccc1)CC(=O)Br.O=C1c2ccccc2C(=O)c2ccccc21.O=C1c2ccccc2C(=O)c2ccccc21
- Strongest force on any atom: 3.45 eV/A
- LUMO level: -1.03 eV

The geometry in ORCA input format:
```
! wB97M-V def2-TZVPD RIJCOSX def2/J DEFGRID3
* xyz 0 1
C 6.30 -2.65 0.56
C 4.81 -2.10 0.65
O 4.69 -0.94 0.95
N 3.76 -3.06 0.41
C 3.18 -3.71 1.56
C 2.99 -2.89 -0.84
C 2.65 -4.36 -1.27
C 2.40 -4.76 -2.74
N 2.83 -3.89 -3.83
N 0.95 -5.05 -2.97
N 3.08 -6.11 -2.95
O 4.10 -2.46 -1.69
C 3.91 -1.36 -2.51
O 4.61 -1.05 -3.42
C 2.57 -0.75 -1.96
C 2.99 0.71 -1.52
N 3.40 1.56 -2.69
C 1.85 -1.73 -0.91
C 1.43 -1.07 0.47
C 0.08 -1.58 1.09
C -0.06 -3.12 1.37
C -1.60 -3.47 1.66
C -2.06 -4.75 0.85
C -2.89 -4.41 -0.46
C -4.24 -3.64 -0.15
C -4.63 -2.55 -1.24
Si -5.11 -0.84 -0.54
C -6.95 -0.83 -0.06
C -4.04 -0.48 1.03
C -4.61 0.47 -1.83
C -4.81 0.31 -3.27
C -4.36 1.35 -4.21
C -3.68 2.57 -3.74
C -3.52 2.73 -2.29
C -3.96 1.70 -1.33
C 0.61 -2.20 -1.78
C -0.50 -1.15 -2.09
O -1.48 -1.55 -2.66
Br -0.48 0.76 -1.69
H 6.81 -2.21 1.46
H 6.81 -2.33 -0.37
H 6.30 -3.76 0.73
H 2.86 -2.96 2.35
H 3.98 -4.32 2.08
H 2.32 -4.40 1.43
H 3.48 -5.01 -0.87
H 1.75 -4.69 -0.67
H 3.84 -3.79 -3.93
H 2.37 -4.11 -4.71
H 0.80 -5.38 -3.92
H 0.68 -5.74 -2.27
H 3.99 -5.90 -3.38
H 2.56 -6.59 -3.70
H 2.00 -0.55 -2.92
H 3.90 0.71 -0.84
H 2.21 1.30 -0.98
H 3.23 1.07 -3.57
H 2.76 2.36 -2.72
H 1.31 0.04 0.39
H 2.22 -1.19 1.26
H -0.85 -1.25 0.54
H 0.00 -1.07 2.10
H 0.25 -3.80 0.54
H 0.50 -3.35 2.31
H -2.28 -2.62 1.39
H -1.73 -3.68 2.75
H -1.17 -5.34 0.52
H -2.65 -5.44 1.52
H -2.24 -3.87 -1.20
H -3.17 -5.40 -0.93
H -5.07 -4.41 -0.18
H -4.24 -3.24 0.90
H -5.45 -2.98 -1.88
H -3.74 -2.43 -1.93
H -7.18 0.00 0.67
H -7.14 -1.78 0.53
H -7.66 -0.86 -0.92
H -2.98 -0.51 0.68
H -4.23 -1.24 1.83
H -4.27 0.56 1.36
H -5.29 -0.61 -3.68
H -4.51 1.19 -5.30
H -3.31 3.35 -4.46
H -3.03 3.66 -1.91
H -3.75 1.91 -0.26
H 1.03 -2.47 -2.79
H 0.10 -3.13 -1.42
C 5.97 7.84 -3.09
C 5.70 6.61 -2.49
C 4.46 6.01 -2.65
C 3.47 6.64 -3.41
C 3.73 7.88 -3.99
C 4.99 8.47 -3.84
C 2.68 8.59 -4.76
O 2.91 9.67 -5.27
C 1.34 7.96 -4.88
C 0.32 8.63 -5.55
C -0.93 8.05 -5.68
C -1.17 6.78 -5.16
C -0.16 6.11 -4.48
C 1.10 6.70 -4.34
C 2.16 5.98 -3.59
O 1.95 4.88 -3.12
H 6.94 8.30 -2.97
H 6.46 6.12 -1.89
H 4.26 5.05 -2.18
H 5.20 9.43 -4.30
H 0.50 9.62 -5.97
H -1.72 8.58 -6.20
H -2.14 6.32 -5.27
H -0.35 5.12 -4.07
C 0.92 0.50 5.02
C 1.51 0.97 6.19
C 0.83 0.90 7.39
C -0.46 0.37 7.42
C -1.06 -0.08 6.25
C -0.36 -0.02 5.05
C -2.45 -0.60 6.26
O -2.97 -0.99 5.23
C -3.20 -0.62 7.54
C -4.52 -1.06 7.56
C -5.22 -1.09 8.76
C -4.60 -0.71 9.94
C -3.28 -0.27 9.93
C -2.58 -0.22 8.73
C -1.18 0.28 8.72
O -0.64 0.62 9.75
H 1.47 0.55 4.08
H 2.51 1.39 6.16
H 1.29 1.26 8.30
H -0.82 -0.38 4.13
H -5.01 -1.36 6.64
H -6.25 -1.43 8.77
H -5.14 -0.75 10.88
H -2.80 0.03 10.85
*
```

No. 2
Computed, not measured: a structure of composition C24H52Br20NO3PS in a non-equilibrium geometry, with wB97M-V/def2-TZVPD.

Properties
- Strongest force on any atom: 8.83 eV/A
- LUMO level: 0.22 eV

The geometry in ORCA input format:
```
! wB97M-V def2-TZVPD RIJCOSX def2/J DEFGRID3
* xyz 0 1
C -0.15 1.51 -0.63
C -1.77 1.48 -0.71
C -2.34 -0.04 -0.84
C -2.36 2.29 -1.95
O -3.19 3.44 -1.60
S -4.53 2.96 -0.68
O -4.86 4.10 0.26
O -5.85 2.70 -1.75
P -6.86 1.58 -0.93
N -7.92 0.96 -1.95
H 0.29 2.22 -1.43
H 0.16 1.97 0.40
H 0.30 0.47 -0.68
H -2.12 1.86 0.31
H -2.41 -0.46 0.22
H -3.41 0.01 -1.25
H -1.71 -0.70 -1.51
H -1.50 2.68 -2.60
H -2.98 1.61 -2.65
H -6.00 0.61 -0.30
H -7.53 2.30 0.11
H -8.84 1.26 -1.57
Br -1.65 0.95 2.64
C -0.50 -0.29 3.66
C 0.95 -0.15 3.24
Br 1.28 -1.03 1.54
H -0.89 -1.28 3.52
H -0.62 0.00 4.70
H 1.61 -0.65 3.95
H 1.27 0.89 3.13
Br 3.87 -1.67 -1.36
C 4.97 -1.16 0.17
C 5.79 -2.32 0.67
Br 4.70 -3.56 1.70
H 4.30 -0.75 0.92
H 5.62 -0.37 -0.21
H 6.56 -1.98 1.36
H 6.25 -2.90 -0.13
Br -5.31 -1.97 -2.12
C -6.50 -3.29 -1.31
C -7.93 -2.84 -1.37
Br -8.31 -1.49 -0.02
H -6.14 -3.46 -0.30
H -6.35 -4.20 -1.90
H -8.60 -3.67 -1.13
H -8.22 -2.42 -2.33
Br -5.91 0.19 5.75
C -4.80 -1.39 5.96
C -3.34 -1.05 5.85
Br -2.80 -0.77 3.99
H -5.13 -2.12 5.22
H -5.04 -1.77 6.96
H -2.72 -1.89 6.20
H -3.06 -0.15 6.40
Br 0.00 3.28 1.88
C -0.25 5.16 1.39
C 1.07 5.89 1.26
Br 1.81 6.32 3.01
H -0.91 5.59 2.13
H -0.76 5.13 0.42
H 0.93 6.85 0.77
H 1.83 5.32 0.73
Br 2.52 3.01 0.19
C 3.90 2.99 -1.18
C 3.98 4.31 -1.90
Br 2.52 4.51 -3.18
H 3.68 2.15 -1.85
H 4.83 2.78 -0.65
H 4.89 4.37 -2.50
H 3.93 5.17 -1.23
Br 1.42 4.01 -6.70
C 3.04 4.28 -7.76
C 3.95 3.08 -7.67
Br 4.91 3.04 -5.97
H 3.50 5.20 -7.41
H 2.69 4.42 -8.78
H 4.73 3.13 -8.43
H 3.42 2.13 -7.76
Br 2.08 -3.20 5.45
C 0.38 -3.81 6.16
C -0.21 -4.91 5.31
Br -1.00 -4.20 3.68
H -0.27 -2.94 6.24
H 0.60 -4.18 7.16
H -1.03 -5.40 5.83
H 0.52 -5.66 5.01
Br -3.21 -6.70 -3.88
C -3.35 -4.81 -4.35
C -2.00 -4.16 -4.39
Br -1.32 -3.80 -2.60
H -4.03 -4.36 -3.62
H -3.82 -4.80 -5.33
H -2.06 -3.18 -4.87
H -1.24 -4.75 -4.90
Br 8.85 -2.87 2.58
C 10.22 -2.85 1.19
C 10.24 -1.53 0.47
Br 8.77 -1.38 -0.80
H 10.02 -3.70 0.53
H 11.16 -3.02 1.72
H 11.15 -1.44 -0.13
H 10.17 -0.67 1.14
*
```

No. 3
Computed, not measured: a structure of composition C36H25Cl2CuN4O2Si, with wB97M-V/def2-TZVPD.

Properties
- Strongest force on any atom: 0.21 eV/A
- LUMO level: 4.44 eV

The geometry in ORCA input format:
```
! wB97M-V def2-TZVPD RIJCOSX def2/J DEFGRID3
* xyz -2 1
Cu -0.13 -0.28 1.36
Cl -2.75 -0.05 7.72
C -1.65 -0.33 6.38
C -2.14 -0.25 5.09
C -1.32 -0.46 3.98
N -1.75 -0.31 2.66
C -3.02 -0.60 2.35
O -3.90 -1.11 3.05
C -3.42 -0.30 0.92
C -4.18 -1.26 0.24
C -4.59 -0.99 -1.05
C -4.27 0.24 -1.62
C -3.54 1.13 -0.85
N -3.12 0.88 0.39
C 0.06 -0.75 4.20
C 0.53 -0.83 5.51
C -0.32 -0.63 6.59
Cl 0.34 -0.75 8.21
N 0.83 -0.98 3.06
C 2.11 -1.32 3.13
O 2.88 -1.35 4.10
C 2.72 -1.73 1.80
C 4.04 -1.36 1.53
C 4.63 -1.76 0.35
C 3.89 -2.54 -0.53
C 2.60 -2.87 -0.17
N 2.01 -2.48 0.95
H -3.19 -0.04 4.93
H -4.42 -2.18 0.74
H -5.15 -1.72 -1.62
H -4.56 0.49 -2.63
H -3.26 2.10 -1.25
H 1.57 -1.05 5.68
H 4.56 -0.77 2.27
H 5.64 -1.46 0.10
H 4.30 -2.87 -1.47
H 1.99 -3.48 -0.84
C -2.30 -1.82 -4.04
C -1.89 -0.52 -4.29
C -1.17 0.18 -3.33
C -0.83 -0.39 -2.10
C -1.26 -1.70 -1.87
C -1.98 -2.41 -2.83
Si 0.27 0.45 -0.75
C -0.04 2.34 -1.01
C -0.81 3.04 -0.08
C -1.08 4.40 -0.22
C -0.57 5.10 -1.31
C 0.21 4.43 -2.24
C 0.47 3.07 -2.09
C 1.97 0.33 -1.65
C 2.24 -0.43 -2.79
C 3.50 -0.45 -3.39
C 4.53 0.32 -2.86
C 4.29 1.09 -1.73
C 3.03 1.09 -1.14
H -2.86 -2.37 -4.79
H -2.14 -0.04 -5.23
H -0.86 1.20 -3.54
H -1.04 -2.17 -0.92
H -2.31 -3.42 -2.61
H -1.22 2.50 0.77
H -1.68 4.91 0.52
H -0.78 6.16 -1.42
H 0.62 4.97 -3.09
H 1.10 2.58 -2.82
H 1.45 -1.03 -3.23
H 3.67 -1.05 -4.27
H 5.51 0.31 -3.32
H 5.08 1.69 -1.30
H 2.87 1.70 -0.25
*
```

No. 4
Computed, not measured: an isolated molecule of C15H27N3O2, with wB97M-V/def2-TZVPD.

Properties
- Energy above the lowest of the compared OMol25 structures with the same formula, charge and spin: 0.00 kJ/mol
- SMILES: NCCCC[C@H]1CNC(=O)C(=O)N1CC1CCCCC1
- Strongest force on any atom: 0.66 eV/A
- LUMO level: 0.53 eV

The geometry in ORCA input format:
```
! wB97M-V def2-TZVPD RIJCOSX def2/J DEFGRID3
* xyz 0 1
N 0.72 2.61 0.88
H 0.28 2.99 1.72
H 0.13 2.88 0.09
C 2.05 3.18 0.72
C 2.80 2.50 -0.43
C 3.52 1.21 -0.03
C 2.62 0.14 0.59
H 2.15 0.55 1.49
H 3.24 -0.70 0.90
C 1.50 -0.37 -0.32
N 0.60 -1.22 0.44
C 0.86 -2.54 0.64
O 0.13 -3.26 1.29
C 2.15 -3.07 0.02
O 2.72 -4.06 0.44
N 2.61 -2.38 -1.05
H 3.43 -2.75 -1.52
C 2.00 -1.16 -1.52
H 2.73 -0.59 -2.09
H 1.15 -1.39 -2.18
C -0.52 -0.63 1.14
H -0.57 -1.08 2.13
H -0.33 0.44 1.23
C -1.86 -0.88 0.43
C -3.01 -0.34 1.29
C -4.35 -0.60 0.63
C -4.40 0.04 -0.75
C -3.26 -0.49 -1.62
C -1.91 -0.24 -0.95
H -1.76 0.84 -0.85
H -1.12 -0.64 -1.58
H -3.28 -0.02 -2.60
H -3.39 -1.57 -1.76
H -4.30 1.12 -0.66
H -5.36 -0.17 -1.23
H -5.16 -0.20 1.25
H -4.51 -1.68 0.53
H -2.87 0.73 1.44
H -2.98 -0.82 2.27
H -1.98 -1.96 0.33
H 0.91 0.49 -0.66
H 4.03 0.81 -0.91
H 4.29 1.46 0.70
H 3.56 3.20 -0.81
H 2.10 2.31 -1.25
H 2.60 3.03 1.65
H 2.02 4.27 0.53
*
```

No. 5
Computed, not measured: a cluster of 5 separate species, C10H26N6O17P5 in total in a non-equilibrium geometry, with wB97M-V/def2-TZVPD.

Properties
- Energy above the lowest of the compared OMol25 structures with the same formula, charge and spin: 542.73 kJ/mol
- Strongest force on any atom: 5.30 eV/A
- LUMO level: -6.17 eV

The geometry in ORCA input format:
```
! wB97M-V def2-TZVPD RIJCOSX def2/J DEFGRID3
* xyz 1 1
N -2.42 -6.42 0.64
P -2.78 -4.86 0.46
C -1.16 -3.95 0.14
C 0.21 -4.64 0.33
N 1.48 -3.95 0.05
P 2.94 -4.97 0.28
O 3.97 -4.34 1.23
C 1.54 -2.57 -0.43
C 2.98 -1.90 -0.77
P 3.56 -0.80 0.66
O 2.28 -0.42 1.45
O 4.68 -1.52 1.70
O 4.28 0.64 0.05
C 0.22 -1.74 -0.64
P 0.16 0.04 -1.26
O 1.49 0.79 -1.19
O -0.24 -0.06 -2.95
O -0.98 1.02 -0.40
C -1.16 -2.44 -0.34
P -2.87 -1.65 -0.55
O -2.94 -0.59 -1.89
O -3.44 -0.93 0.89
H -2.74 -6.76 1.56
H -3.60 -4.67 -0.72
H -3.49 -4.36 1.60
H 0.20 -5.73 0.69
H 2.51 -6.21 0.91
H 3.45 -5.28 -1.02
H 2.81 -1.28 -1.73
H 3.78 -2.68 -1.05
H 4.20 -1.78 2.53
H 3.93 1.35 0.66
H 0.55 -0.42 -3.42
H -0.56 1.92 -0.29
H -3.15 0.34 -1.62
H -2.70 -0.66 1.49
C -0.87 2.71 -4.46
N -1.62 3.99 -4.41
O -1.02 5.01 -4.73
O -2.79 3.94 -4.06
H 0.15 2.91 -4.79
H -0.88 2.29 -3.46
H -1.39 2.06 -5.17
C 0.14 2.40 2.60
N -0.43 3.67 2.08
O 0.03 4.71 2.51
O -1.32 3.57 1.24
H 0.92 2.64 3.33
H -0.67 1.84 3.07
H 0.56 1.86 1.75
C -1.88 6.68 -1.96
N -2.63 7.96 -1.91
O -2.03 8.97 -2.23
O -3.79 7.90 -1.55
H -0.86 6.88 -2.29
H -1.88 6.26 -0.95
H -2.39 6.03 -2.66
C 1.34 -2.39 4.65
N 0.78 -1.11 4.16
O 1.24 -0.08 4.61
O -0.12 -1.18 3.33
H 2.12 -2.18 5.38
H 0.53 -2.95 5.11
H 1.75 -2.93 3.79
*
```

No. 6
Computed, not measured: a structure of composition C12H19BN3O3S in a non-equilibrium geometry, with wB97M-V/def2-TZVPD.

Properties
- Strongest force on any atom: 1.95 eV/A
- LUMO level: 2.18 eV

The geometry in ORCA input format:
```
! wB97M-V def2-TZVPD RIJCOSX def2/J DEFGRID3
* xyz -1 1
C 2.88 -2.33 -0.07
N 1.84 -1.32 0.18
C 2.35 -0.28 1.14
B 1.42 -0.65 -1.05
O 2.23 -0.64 -2.20
C -0.02 0.08 -0.99
C -0.17 1.41 -0.68
C 0.96 2.39 -0.36
C 2.01 2.56 -1.52
O 1.35 2.15 -2.73
C -1.54 1.96 -0.61
C -2.64 1.21 -0.84
C -2.50 -0.17 -1.20
N -3.47 -1.06 -1.48
S -2.69 -2.44 -1.82
N -1.12 -2.04 -1.62
C -1.17 -0.74 -1.28
H 2.44 -3.14 -0.68
H 3.79 -1.89 -0.53
H 3.14 -2.78 0.91
H 2.77 0.60 0.63
H 1.55 -0.04 1.86
H 3.19 -0.75 1.68
H 1.97 -1.31 -2.84
H 0.50 3.39 -0.24
H 1.44 2.17 0.60
H 2.84 1.84 -1.38
H 2.36 3.60 -1.61
H 2.00 1.84 -3.36
H -1.66 3.01 -0.32
H -3.63 1.66 -0.76
C -2.91 -1.07 2.15
C -2.67 -0.98 3.68
O -1.87 0.06 3.95
H -1.98 -1.21 1.60
H -3.57 -1.92 1.91
H -3.40 -0.16 1.77
H -2.30 -2.00 3.97
H -3.70 -0.97 4.14
*
```